Below is a structure of composition C20H21N9O5Sr, with properties calculated with ωB97M-V/def2-TZVPD.

Gap between HOMO and LUMO, eV: 5.7
Energy relative to the best compared isomer or geometry (same formula, charge and spin), kcal/mol: 25.25
Lowest unoccupied orbital energy, eV: -0.64
Calculated total energy, eV: -45564.1602
Molar mass, g/mol: 555.066

Geometry as XYZ:
```
56
Properties=species:S:1:pos:R:3:forces:R:3:nbo_charge:R:1
Sr -0.02616 -0.29887 0.17157 -1.1 -0.2 2.2 1.795
O 1.25510 3.03279 2.48163 -0.1 -0.1 0.0 -0.715
C 0.84624 1.87040 2.30830 0.0 0.0 0.3 0.589
N 1.41594 0.81471 1.74741 0.9 0.2 0.1 -0.783
C 2.79749 0.84088 1.32736 -0.7 -0.1 0.1 0.090
C 3.73676 1.67798 1.92039 0.1 0.1 0.0 -0.235
C 5.07539 1.64082 1.54603 -0.1 0.0 0.0 -0.234
C 5.48543 0.76704 0.55699 -0.1 -0.1 -0.1 -0.230
C 4.56627 -0.08727 -0.04556 0.1 0.0 0.1 -0.263
C 3.22218 -0.08632 0.33189 -0.6 -0.5 -0.3 0.191
N 2.22970 -0.97917 -0.20801 0.9 0.3 0.2 -0.804
C 2.49428 -1.81465 -1.20562 0.0 -0.4 0.1 0.596
O 3.53183 -2.02765 -1.84278 -0.1 0.0 -0.1 -0.685
C 1.29314 -2.73286 -1.60876 0.1 0.4 0.4 0.166
C 1.49466 -3.66906 -2.62048 0.0 0.0 0.1 -0.221
C 0.46051 -4.51075 -2.97023 0.0 -0.1 -0.1 -0.158
C -0.76044 -4.41079 -2.30826 0.1 0.0 -0.1 -0.274
C -0.88343 -3.45144 -1.32987 0.2 0.2 0.1 0.019
N 0.11130 -2.61977 -0.98183 0.1 -0.4 -0.3 -0.545
C -0.57385 1.59908 2.86329 0.1 -0.3 -0.4 0.159
C -1.04027 2.41601 3.88747 0.0 0.1 0.0 -0.227
C -2.28920 2.18319 4.42502 -0.1 0.1 0.1 -0.158
C -3.06363 1.14620 3.91910 0.0 0.1 0.1 -0.272
C -2.53944 0.39961 2.88629 0.2 0.0 -0.2 0.023
N -1.32782 0.60958 2.35584 0.0 0.1 0.2 -0.516
H 3.40084 2.37408 2.67360 0.0 0.0 0.0 0.234
H 5.78265 2.30645 2.02651 0.0 0.0 0.0 0.201
H 6.52171 0.73585 0.24092 0.0 0.0 0.0 0.202
H 4.88013 -0.77553 -0.81269 0.0 0.0 0.0 0.250
H 2.46945 -3.69116 -3.08666 0.0 0.0 0.0 0.263
H 0.59530 -5.24916 -3.75179 0.0 0.0 0.0 0.218
H -1.59382 -5.06133 -2.53792 0.0 0.0 0.0 0.218
H -1.82163 -3.33199 -0.79460 0.0 0.0 0.0 0.183
H -0.39324 3.21339 4.22381 0.0 0.0 0.0 0.256
H -2.66041 2.79976 5.23488 0.0 0.0 0.0 0.219
H -4.04449 0.91774 4.31373 0.0 0.0 0.0 0.219
H -3.11381 -0.42423 2.47078 0.1 0.0 0.0 0.174
N -3.54911 -0.56212 -0.20210 -0.1 0.0 -0.2 -0.642
N -3.75697 -0.75444 -1.57604 0.0 -0.1 0.1 -0.435
C -2.70282 -0.59653 -2.41953 0.4 0.2 0.6 0.625
N -2.93556 -0.76268 -3.72165 -0.1 -0.1 -0.2 -0.781
N -1.57951 -0.22153 -1.82031 0.2 -0.1 -1.5 -0.527
N -0.40570 -0.16223 -2.59663 -0.6 0.4 0.3 0.631
O 0.51233 0.37556 -1.99583 0.1 0.1 -1.7 -0.409
O -0.30463 -0.63636 -3.70770 -0.2 0.0 -0.2 -0.397
H -4.16384 -1.18046 0.30919 0.0 0.0 0.0 0.372
H -3.71912 0.40440 0.05818 0.0 0.0 0.1 0.370
H -4.68485 -0.63406 -1.95543 0.0 0.0 0.0 0.380
H -3.79901 -1.19294 -4.00724 0.0 0.0 0.0 0.403
H -2.13065 -0.84468 -4.32569 0.0 0.1 0.0 0.449
C -0.99422 3.66173 0.14641 0.0 -0.2 -0.1 -0.255
O -0.39283 2.49028 -0.42568 0.0 0.1 0.1 -0.764
H -0.82593 4.52967 -0.49181 0.0 0.0 0.0 0.171
H -0.59860 3.85109 1.14284 0.0 0.1 0.0 0.208
H -2.06617 3.47594 0.19539 0.0 0.0 0.0 0.165
H 0.56254 2.63578 -0.41411 0.0 0.0 0.0 0.490
```
Positions in Å, forces in eV/Å.